# 1
Here is a single C11H14N4O2S2 molecule from OMol25. Energies are from ωB97M-V/def2-TZVPD.

Output
- HOMO energy (eV) = -7.83
- SMILES = Cc1ccc(S(=O)(=O)NCc2n[nH]c(=S)n2C)cc1
- LUMO level (eV) = 0.35
- net charge = 0

Positions of all 33 atoms, in Å:
C 3.893 -4.251 -1.094
C 2.817 -3.391 -0.509
C 1.926 -3.914 0.425
C 0.944 -3.116 0.984
C 0.859 -1.789 0.610
S -0.441 -0.786 1.308
O -0.951 -1.405 2.492
O -0.036 0.585 1.352
N -1.700 -0.886 0.194
C -1.453 -0.402 -1.148
C -0.959 1.001 -1.098
N 0.158 1.397 -1.623
N 0.212 2.729 -1.385
C -0.875 3.165 -0.697
S -1.228 4.694 -0.236
N -1.645 2.035 -0.535
C -2.861 1.985 0.220
C 1.731 -1.244 -0.312
C 2.707 -2.051 -0.870
H 3.574 -5.289 -1.152
H 4.781 -4.207 -0.464
H 4.169 -3.907 -2.088
H 2.005 -4.951 0.715
H 0.250 -3.495 1.718
H -2.135 -1.795 0.231
H -0.706 -1.000 -1.689
H -2.399 -0.433 -1.701
H 1.014 3.277 -1.646
H -2.709 1.401 1.129
H -3.123 3.012 0.479
H -3.658 1.536 -0.373
H 1.637 -0.203 -0.581
H 3.394 -1.636 -1.592

Atomic forces in eV per Å
C 0.055 0.009 0.046
C -0.074 0.055 -0.003
C -0.052 0.120 -0.033
C -0.044 -0.176 0.111
C -0.418 0.405 0.340
S -0.473 -0.275 -0.049
O 0.084 -0.332 -0.162
O 0.225 -0.130 -0.189
N 0.483 0.069 0.758
C 0.290 0.103 -0.359
C 0.296 0.261 -0.638
N 0.056 -0.743 -0.283
N -0.751 -0.276 0.479
C 0.078 -0.056 -0.274
S -0.086 0.852 0.301
N 0.789 0.355 -0.386
C -0.429 -0.012 0.360
C 0.113 0.156 -0.052
C -0.091 -0.065 0.078
H 0.022 -0.076 -0.039
H 0.091 -0.044 -0.008
H 0.044 -0.027 -0.072
H 0.001 -0.105 0.034
H -0.032 -0.131 0.095
H -0.075 -0.173 0.098
H -0.146 0.135 -0.020
H 0.118 -0.058 0.085
H -0.153 0.012 0.039
H -0.058 0.087 -0.058
H 0.002 -0.117 -0.067
H 0.000 0.021 0.028
H 0.065 0.108 -0.074
H 0.069 0.049 -0.085

Here are the Löwdin charges for atoms 1 to 4, given in e:
1. C -0.046
2. C -0.266
3. C -0.028
4. C -0.052

***

# 2
Here is a single C11H14N6O2S molecule at a distorted geometry from OMol25. Energies are from ωB97M-V/def2-TZVPD.

Output
- HOMO energy (eV) = -8.82
- SMILES = O=S(=O)(c1ccc(-n2cnnn2)cc1)N1CCNCC1
- LUMO level (eV) = -0.47
- net charge = 0

Positions of all 34 atoms, in Å:
O 2.593 1.362 1.631
S 1.684 1.230 0.470
O 2.007 2.304 -0.476
C -0.175 1.193 0.648
C -0.873 0.014 0.457
C -2.294 0.092 0.551
C -2.981 1.274 0.670
N -4.407 1.243 0.829
C -5.238 0.165 0.858
N -6.495 0.424 0.902
N -6.511 1.838 0.914
N -5.268 2.281 0.978
C -2.339 2.497 0.780
C -0.884 2.468 0.756
N 2.026 -0.245 -0.437
C 2.268 -1.372 0.506
C 2.446 -2.800 -0.222
N 3.374 -2.595 -1.343
C 3.130 -1.443 -2.364
C 3.093 -0.130 -1.462
H -0.371 -0.911 0.343
H -2.803 -0.888 0.590
H -4.815 -0.833 0.733
H -2.960 3.351 0.969
H -0.311 3.410 0.844
H 3.175 -1.161 0.922
H 1.533 -1.352 1.278
H 2.622 -3.594 0.606
H 1.509 -3.057 -0.732
H 4.352 -2.596 -1.071
H 3.967 -1.303 -3.093
H 2.119 -1.616 -2.872
H 2.844 0.714 -2.117
H 3.983 0.037 -1.045

Atomic forces in eV per Å
O -2.768 -1.325 -0.689
S 3.680 1.460 -1.919
O -1.562 -1.013 0.508
C -0.205 1.866 -0.310
C -1.677 1.714 0.883
C 1.176 -1.996 -0.263
C -0.561 0.448 0.774
N -2.559 -0.792 0.595
C 1.834 -2.295 -0.867
N 0.316 2.299 -0.272
N 2.778 -0.661 1.116
N -1.389 0.594 -1.230
C 3.053 -0.942 -0.044
C -0.784 -0.928 0.208
N -1.210 0.104 1.006
C -1.024 -1.275 -2.152
C -1.112 2.317 0.072
N 1.083 -0.513 -1.406
C -1.025 -0.043 3.158
C -4.450 -0.669 -2.970
H 0.174 -0.691 -0.166
H 0.187 0.834 -0.274
H -0.452 0.330 0.252
H 0.274 0.592 -0.145
H -0.405 -0.770 -0.072
H 2.644 0.297 1.675
H -0.683 -0.200 0.567
H 0.484 1.236 -1.858
H -0.151 -0.081 0.462
H -0.289 0.073 0.042
H -0.721 -0.710 0.680
H 1.520 0.267 0.617
H 0.035 -0.028 0.306
H 3.789 0.502 1.716

Here are the Löwdin charges for atoms 1 to 4, given in e:
1. O -0.311
2. S 0.761
3. O -0.335
4. C -0.216

***

# 3
Here is a single C11H14O molecule at a distorted geometry from OMol25. Energies are from ωB97M-V/def2-TZVPD.

Output
- HOMO energy (alpha / beta) (eV) = -6.56 / -9.36
- multiplicity = 3
- LUMO level (alpha / beta) (eV) = 0.87 / -1.98
- net charge = 0

Positions of all 26 atoms, in Å:
C 1.299 0.126 -1.402
C 2.611 0.231 -1.071
C 0.053 -0.161 -1.138
C 3.196 -0.572 -0.036
C -1.293 -0.452 -1.830
C 2.147 -1.090 0.989
C -2.468 0.413 -1.226
C 1.234 0.083 1.418
C -2.572 0.405 0.354
C -1.228 0.919 1.056
C -0.122 -0.034 0.617
O 4.363 -0.740 0.149
H 3.229 0.788 -1.724
H -1.031 -0.267 -2.843
H -1.592 -1.496 -1.759
H 1.598 -1.925 0.771
H 2.875 -1.194 1.854
H -2.340 1.535 -1.384
H -3.418 0.206 -1.666
H 1.144 -0.003 2.457
H 1.502 1.094 1.131
H -3.540 0.882 0.733
H -2.821 -0.553 0.753
H -0.931 1.938 0.927
H -1.394 0.915 2.226
H -0.500 -1.050 0.646

Atomic forces in eV per Å
C -1.242 -0.110 -2.269
C 0.477 0.163 -0.214
C -1.114 0.662 4.060
C -2.760 0.210 1.325
C 0.592 1.515 1.483
C 3.822 3.877 1.882
C 1.231 2.071 1.368
C -1.778 -0.750 -3.394
C -0.245 1.224 0.102
C -1.694 -1.500 1.250
C 0.151 -1.582 -0.479
O 1.967 -0.280 -0.281
H 0.970 0.085 -0.796
H -0.604 0.336 -1.234
H 0.380 -0.222 0.301
H -1.143 -2.254 -0.645
H -1.138 -0.829 -0.758
H 0.285 -1.370 -0.476
H -0.557 -0.596 -0.352
H -0.844 0.215 1.538
H 1.149 0.106 0.285
H 1.444 0.455 -0.887
H 0.609 -1.326 0.086
H -0.183 0.852 -0.841
H 0.445 -0.554 -2.076
H -0.222 -0.399 1.020

Here are the Löwdin charges for atoms 1 to 4, given in e:
1. C 0.040
2. C -0.013
3. C -0.078
4. C -0.447

***

# 4
Here is a single C11H14O2 molecule at a distorted geometry from OMol25. Energies are from ωB97M-V/def2-TZVPD.

Output
- HOMO energy (eV) = -8.51
- SMILES = COc1cccc2c1CCC[C@@H]2O
- LUMO level (eV) = 0.88
- net charge = 0

Positions of all 27 atoms, in Å:
C 1.598 -0.636 3.400
O 1.049 0.131 2.337
C 0.772 -0.529 1.176
C 1.021 -1.873 0.966
C 0.691 -2.470 -0.263
C 0.178 -1.740 -1.284
C -0.053 -0.366 -1.075
C 0.273 0.270 0.126
C -0.028 1.746 0.242
C -1.443 2.041 -0.239
C -1.800 1.312 -1.570
C -0.641 0.516 -2.148
O -1.171 -0.172 -3.268
H 0.870 -1.388 3.788
H 1.837 0.081 4.214
H 2.539 -1.107 3.110
H 1.474 -2.505 1.747
H 0.870 -3.537 -0.361
H -0.095 -2.205 -2.206
H 0.660 2.313 -0.391
H 0.171 2.116 1.263
H -1.613 3.141 -0.323
H -2.090 1.684 0.593
H -2.201 2.030 -2.316
H -2.592 0.589 -1.390
H 0.149 1.209 -2.479
H -0.425 -0.653 -3.646

Atomic forces in eV per Å
C -0.207 0.391 0.768
O 0.100 -0.276 0.260
C 0.275 0.509 -0.376
C 0.088 -0.760 0.234
C 0.733 -0.541 1.222
C -0.531 1.308 0.051
C 0.239 -0.199 -0.094
C -0.368 -0.496 -0.158
C 0.744 0.139 0.179
C -0.805 0.154 0.530
C -0.326 0.752 0.338
C -0.175 0.480 0.093
O 0.562 -0.244 0.028
H 0.515 0.409 -0.357
H -0.308 -0.416 -0.556
H -0.097 -0.158 -0.078
H -0.395 0.459 -0.447
H -0.018 0.128 -0.109
H -0.145 -0.189 -0.400
H 0.244 -0.107 -0.111
H -0.332 -0.254 -0.399
H 0.206 -0.804 0.036
H 0.007 0.253 -0.695
H 0.394 -0.428 0.324
H -0.123 -0.065 0.010
H -0.056 0.009 -0.038
H -0.221 -0.056 -0.255

Here are the Löwdin charges for atoms 1 to 4, given in e:
1. C -0.087
2. O -0.090
3. C -0.229
4. C -0.025

***

# 5
Here is a single C11H14Si molecule at a distorted geometry from OMol25. Energies are from ωB97M-V/def2-TZVPD.

Output
- HOMO energy (eV) = -8.45
- SMILES = CC1=C[SiH2][C@H](C)c2ccccc21
- LUMO level (eV) = 0.87
- net charge = 0

Positions of all 26 atoms, in Å:
C 2.735 0.027 -1.154
C 1.407 0.614 -0.763
C 1.208 1.868 -0.383
Si -0.369 2.117 0.732
C -0.761 0.282 1.490
C 0.226 0.022 2.626
C -0.637 -0.578 0.283
C -1.485 -1.657 0.176
C -1.564 -2.556 -0.902
C -0.709 -2.274 -1.972
C 0.279 -1.250 -1.796
C 0.307 -0.366 -0.737
H 2.905 -1.020 -1.006
H 3.386 0.589 -0.589
H 2.990 0.296 -2.143
H 2.017 2.509 -0.362
H -1.565 2.668 0.214
H 0.107 2.679 1.930
H -1.829 0.237 1.850
H 1.163 0.630 2.692
H 0.497 -1.057 2.878
H -0.280 0.359 3.568
H -2.021 -1.924 1.120
H -2.183 -3.432 -0.889
H -0.780 -2.776 -2.900
H 0.948 -1.047 -2.610

Atomic forces in eV per Å
C -0.938 0.620 -0.383
C -0.661 -1.124 0.362
C -2.740 -0.803 1.171
Si 1.385 -2.915 -0.066
C -0.018 1.962 -0.786
C 0.205 -0.348 2.431
C 0.218 -0.173 -0.301
C -0.925 -1.876 1.170
C 1.329 1.466 -0.254
C 0.815 1.456 1.527
C -1.815 -1.056 -1.083
C -0.297 -1.146 -0.011
H -0.340 -0.488 0.203
H 2.038 0.888 1.417
H 0.142 0.007 -1.425
H 1.546 1.540 0.041
H -0.936 0.713 -0.630
H 0.401 1.357 1.128
H 1.169 0.054 -0.258
H -0.551 -0.541 -0.784
H -0.384 1.163 -0.864
H 0.256 -0.227 -0.619
H 0.065 0.385 -0.986
H -0.410 -0.067 0.011
H 0.155 -0.657 -0.673
H 0.290 -0.187 -0.339

Here are the Löwdin charges for atoms 1 to 4, given in e:
1. C -0.036
2. C -0.321
3. C -0.121
4. Si 0.792

***

# 6
Here is a molecular structure, C11H15AlBiClNO4 at a distorted geometry from OMol25. Energies are from ωB97M-V/def2-TZVPD.

Output
- HOMO energy (eV) = -2.19
- LUMO level (eV) = 0.55
- net charge = -1

Positions of all 34 atoms, in Å:
Bi 0.435 -0.770 -3.040
Cl 1.082 1.411 -1.910
C -0.553 0.074 -5.001
C 2.201 -0.752 -4.625
H -0.172 -0.546 -5.815
H -1.620 -0.108 -4.854
H -0.316 1.130 -5.193
H 1.763 -1.280 -5.475
H 3.044 -1.296 -4.222
H 2.448 0.272 -4.926
Al -0.860 0.388 0.275
C -1.730 1.742 -0.808
C -0.311 -1.147 -0.741
H -1.883 1.497 -1.882
H -2.731 1.947 -0.410
H -1.173 2.690 -0.723
H 0.570 -1.663 -0.344
H -1.029 -1.942 -1.034
O -1.461 0.119 2.201
C -0.290 0.530 2.572
O 0.496 0.922 1.613
C 0.123 0.576 4.005
C 1.196 -0.214 4.421
C 1.455 -0.350 5.791
C 0.667 0.374 6.701
C -0.288 1.287 6.259
C -0.599 1.368 4.909
N 0.538 -0.074 8.037
O 1.202 -1.049 8.436
O -0.288 0.541 8.755
H 1.798 -0.723 3.660
H 2.196 -1.023 6.193
H -0.827 1.828 7.041
H -1.379 2.048 4.546

Atomic forces in eV per Å
Bi 0.063 -1.532 -1.661
Cl 0.757 0.447 -0.426
C -0.436 0.492 0.654
C 0.192 0.660 0.286
H -0.009 -0.026 0.274
H -0.052 0.341 -0.321
H -0.232 -0.234 0.082
H 0.018 -0.105 0.184
H 0.425 0.006 -0.060
H 0.226 -0.189 0.033
Al 0.812 -1.057 -0.917
C -1.028 0.848 0.397
C -0.825 -0.213 1.267
H 0.435 -0.014 0.726
H -0.188 0.167 -0.006
H -0.186 -0.244 -0.245
H 0.203 -0.093 -0.042
H 0.160 0.354 0.178
O 1.651 0.859 0.962
C -0.801 0.412 -2.873
O -1.024 -0.584 1.743
C -0.120 -0.018 0.044
C 0.235 0.128 0.360
C -0.459 0.408 -0.014
C -0.302 -0.488 -2.300
C -0.354 0.149 0.213
C 0.334 0.120 -0.073
N -0.182 -0.247 3.314
O -1.013 1.631 -0.770
O 1.608 -1.332 -0.901
H -0.293 0.070 0.441
H 0.047 -0.139 -0.170
H 0.026 -0.133 -0.581
H 0.313 -0.446 0.201

Here are the Löwdin charges for atoms 1 to 4, given in e:
1. Bi 1.223
2. Cl -0.078
3. C -0.372
4. C -0.407

***

# 7
Here is a molecular structure, C11H15Br2IrN3O2S2 from OMol25. Energies are from ωB97M-V/def2-TZVPD.

Output
- HOMO energy (eV) = -17.58
- LUMO level (eV) = -10.49
- net charge = +3

Positions of all 36 atoms, in Å:
Ir -0.475 -0.329 0.054
Br -2.657 -0.447 -1.357
C -3.142 -2.032 -0.345
Br -1.644 -2.381 0.847
H -3.252 -2.870 -1.025
H -4.028 -1.830 0.246
C -0.159 0.492 3.637
C 0.832 -0.317 2.863
N 0.854 -0.620 1.565
C 1.900 -1.494 1.247
C 2.698 -1.800 2.292
S 2.126 -1.025 3.698
C 1.935 -1.934 -0.141
C 2.788 -2.741 -0.808
S 2.348 -2.823 -2.455
C 1.030 -1.790 -2.215
N 0.923 -1.404 -0.945
C 0.161 -1.363 -3.348
H -0.914 0.949 3.012
H 0.361 1.273 4.192
H -0.648 -0.151 4.371
H 3.565 -2.441 2.310
H 3.653 -3.264 -0.429
H 0.778 -1.008 -4.173
H -0.497 -0.558 -3.047
H -0.432 -2.199 -3.722
N -0.800 4.160 -1.519
C -0.922 3.684 -0.099
C -0.762 2.184 0.008
O -1.109 1.578 1.045
O -0.222 1.511 -0.938
H -0.490 5.137 -1.555
H -1.690 4.111 -2.023
H -0.118 3.592 -2.035
H -1.874 4.000 0.321
H -0.118 4.150 0.472

Atomic forces in eV per Å
Ir -0.269 0.498 0.042
Br 0.047 -0.012 -0.046
C -0.078 -0.084 0.004
Br 0.108 -0.188 0.278
H 0.001 0.001 0.000
H 0.012 0.026 0.009
C -0.027 -0.055 -0.067
C -0.031 0.141 -0.148
N 0.503 -0.100 0.125
C 0.017 0.056 -0.200
C -0.127 0.027 -0.047
S 0.122 -0.078 0.070
C -0.141 0.215 0.088
C -0.045 0.094 -0.014
S 0.139 -0.031 -0.015
C -0.033 0.184 0.294
N -0.326 -0.712 -0.455
C 0.078 -0.107 -0.011
H 0.052 -0.061 0.066
H -0.018 0.018 -0.004
H 0.005 0.001 0.007
H 0.006 0.008 0.001
H 0.000 -0.006 -0.004
H 0.005 -0.028 -0.007
H -0.020 0.083 -0.004
H -0.029 0.018 0.015
N 0.007 -0.060 0.002
C 0.112 0.015 -0.004
C 0.129 -0.214 0.296
O -0.671 0.055 -0.732
O 0.506 0.261 0.416
H -0.012 0.011 0.008
H -0.004 -0.001 -0.006
H 0.026 0.025 -0.001
H -0.013 0.026 -0.033
H -0.032 -0.026 0.075

Here are the Löwdin charges for atoms 1 to 4, given in e:
1. Ir 1.073
2. Br 0.862
3. C -0.789
4. Br 0.887

***

# 8
Here is a molecular structure, C11H15ClInNO2PbS2 at a distorted geometry from OMol25. Energies are from ωB97M-V/def2-TZVPD.

Output
- HOMO energy (eV) = -8.54
- LUMO level (eV) = -0.19
- net charge = 0

Positions of all 34 atoms, in Å:
In 0.704 0.470 -0.050
Cl 1.785 0.315 -2.317
C 1.608 -1.406 0.551
H 0.834 -1.675 1.252
H 2.553 -1.202 0.999
H 1.636 -1.993 -0.331
Pb 2.879 2.436 -1.261
C 1.914 4.081 -2.239
C 5.002 2.300 -1.391
C 2.089 1.999 0.629
H 5.258 2.308 -0.348
H 5.227 1.418 -1.929
H 5.180 3.234 -1.904
H 1.407 4.546 -1.411
H 2.800 4.610 -2.569
H 1.294 3.695 -3.009
H 2.780 1.548 1.400
H 1.406 2.822 0.839
O -3.503 -2.222 -2.486
S -4.028 -1.585 -1.345
O -5.323 -1.034 -1.349
N -2.999 -0.193 -1.159
C -2.295 -0.085 -0.124
S -1.382 1.358 0.168
C -2.445 -1.210 0.835
C -1.818 -1.388 2.077
C -2.120 -2.534 2.825
C -3.032 -3.480 2.344
C -3.664 -3.290 1.093
C -3.353 -2.146 0.347
H -1.117 -0.641 2.438
H -1.638 -2.681 3.785
H -3.262 -4.363 2.930
H -4.378 -4.012 0.710

Atomic forces in eV per Å
In 1.952 -1.422 0.958
Cl 0.217 0.178 -1.105
C -1.622 1.219 0.053
H 0.242 -1.006 0.416
H 0.590 0.017 0.280
H 0.136 -0.899 -0.475
Pb -0.028 -0.273 0.187
C 0.881 -0.230 0.426
C -0.661 0.670 -0.079
C -0.190 -0.398 0.846
H 0.631 -0.080 0.199
H 0.761 -0.677 -0.462
H 0.887 -0.026 -0.126
H -0.381 0.511 -0.116
H -0.397 0.588 -0.372
H -0.565 0.106 -0.672
H -0.933 1.021 -0.770
H 0.537 0.094 0.868
O 0.160 -1.697 -0.604
S 3.882 3.181 2.553
O -1.723 -0.437 0.519
N -0.920 0.255 -1.737
C -0.960 -0.785 -0.016
S -1.205 1.105 0.299
C 0.106 -0.372 0.459
C -0.568 -0.387 -0.528
C -0.170 0.119 -0.440
C -0.079 0.518 -0.682
C 0.382 0.523 0.034
C -0.879 -1.422 0.118
H -0.129 -0.076 -0.010
H -0.065 -0.034 -0.071
H 0.017 0.087 -0.065
H 0.094 0.028 0.116

Here are the Löwdin charges for atoms 1 to 4, given in e:
1. In 0.255
2. Cl 0.109
3. C -0.206
4. H -0.049